# 1
{"formula": "C118H86O29", "method": "ωB97M-V with the def2-TZVPD basis set", "symbols": ["O", "O", "O", "O", "O", "O", "O", "O", "O", "O", "O", "O", "O", "O", "O", "O", "O", "O", "O", "O", "O", "O", "O", "O", "O", "O", "O", "O", "O", "C", "C", "C", "C", "C", "C", "C", "C", "C", "C", "C", "C", "C", "C", "C", "C", "C", "C", "C", "C", "C", "C", "C", "C", "C", "C", "C", "C", "C", "C", "C", "C", "C", "C", "C", "C", "C", "C", "C", "C", "C", "C", "C", "C", "C", "C", "C", "C", "C", "C", "C", "C", "C", "C", "C", "C", "C", "C", "C", "C", "C", "C", "C", "C", "C", "C", "C", "C", "C", "C", "C", "C", "C", "C", "C", "C", "C", "C", "C", "C", "C", "C", "C", "C", "C", "C", "C", "C", "C", "C", "C", "C", "C", "C", "C", "C", "C", "C", "C", "C", "C", "C", "C", "C", "C", "C", "C", "C", "C", "C", "C", "C", "C", "C", "C", "C", "C", "C", "H", "H", "H", "H", "H", "H", "H", "H", "H", "H", "H", "H", "H", "H", "H", "H", "H", "H", "H", "H", "H", "H", "H", "H", "H", "H", "H", "H", "H", "H", "H", "H", "H", "H", "H", "H", "H", "H", "H", "H", "H", "H", "H", "H", "H", "H", "H", "H", "H", "H", "H", "H", "H", "H", "H", "H", "H", "H", "H", "H", "H", "H", "H", "H", "H", "H", "H", "H", "H", "H", "H", "H", "H", "H", "H", "H", "H", "H", "H", "H", "H", "H", "H", "H", "H", "H"], "coordinates": [[5.9511, -1.1573, -6.8238], [-3.4912, -6.1792, 6.1269], [1.6473, -2.4211, -3.6535], [-0.2899, -7.5813, 1.2451], [1.9020, 4.5798, 4.3288], [-1.1038, -3.8929, -7.4887], [-1.3327, 3.5554, -4.2782], [-5.8464, -2.1244, -1.0619], [-1.0584, 2.6475, -0.6983], [-0.1792, -2.2878, -8.8314], [2.5283, 1.7537, 1.6654], [-4.5434, 6.8011, 0.3439], [5.5989, 1.0043, -7.4217], [-1.6489, 8.9300, -4.1355], [3.9950, -0.4730, -7.0109], [2.1062, -5.2247, -3.0210], [-4.4196, -0.9155, -2.2578], [-3.3783, 5.8057, 4.2278], [0.2413, -2.3056, 6.7588], [-1.2154, -1.7812, -6.8643], [-6.4987, -0.2129, -2.2948], [-5.3433, -5.5033, 0.4444], [-0.0026, -1.4063, -2.4175], [6.3389, -3.3188, 5.2620], [4.8400, 2.9597, -3.0933], [1.8796, -0.3397, 5.2301], [2.8482, -4.0820, -1.1851], [4.1757, -5.5301, -2.2884], [1.7125, -0.1301, -3.1708], [3.7818, -1.7073, -6.4628], [-5.5766, 2.8770, 1.4308], [0.6940, 4.7486, 4.0605], [-3.1504, 3.3392, 0.1701], [5.1839, -0.9660, -1.6102], [1.0939, 5.0290, -4.5178], [4.1233, -6.2607, -3.5129], [0.5572, -4.5421, 8.2803], [1.1687, -1.4499, -2.9945], [3.9370, 1.0798, -0.1482], [-0.3501, 3.6655, 3.8677], [-1.7287, -5.9462, 0.0982], [2.1787, -6.0347, -5.2421], [5.8223, -0.4085, 8.3969], [4.5033, 2.7719, -1.9124], [-1.2580, -4.8723, -5.3394], [-3.6457, 0.1377, -4.0975], [-0.7461, -4.2465, -1.3737], [-1.4454, -7.0549, 1.0716], [4.1796, 5.2010, -1.3088], [-0.9560, 1.3912, 3.5132], [3.0610, -4.8358, -2.0704], [0.6629, -5.6734, 9.1284], [-1.2957, -2.2678, 4.3386], [5.1746, -1.5357, 6.3050], [-0.1499, -0.2012, -1.8076], [3.7703, -3.7052, 2.0665], [1.2286, 7.1815, 3.9776], [-5.6098, -1.1532, -1.7946], [-1.3836, -5.5203, 7.2239], [5.2128, 0.3103, -2.0956], [-2.0005, -3.6580, -1.6495], [-4.3467, 0.3819, -2.8067], [-3.9615, 7.3885, -3.3354], [-5.1134, 6.6362, -3.1547], [-0.4867, 7.7657, -0.7479], [-4.9171, 1.7512, 0.9300], [-0.5091, -4.3949, 7.3762], [-1.5304, 7.7341, -4.0986], [0.8963, 8.5254, 3.7162], [-1.1486, 6.5267, 3.8398], [6.0058, -1.3629, 7.4010], [-0.4146, 8.8650, 3.4151], [-2.7498, 6.8213, -3.7557], [-4.8022, -8.1313, 3.5909], [2.1370, 7.1708, -4.7610], [-1.2551, -6.6117, 8.0965], [4.5831, -1.2941, -0.4034], [5.3913, -2.5848, 5.2881], [-3.4980, -8.6271, 3.8840], [3.9773, -0.2638, 0.3206], [-5.1388, 5.2595, -3.4495], [-2.3791, -4.2936, 5.1517], [-3.9888, 4.4668, 0.5077], [-0.1474, 5.6312, -4.3828], [-2.3412, 1.7013, 3.6408], [-1.5849, -2.4648, -5.7016], [5.2088, -0.0787, -6.9325], [-2.2045, 5.4751, 4.0378], [-0.1735, -0.3315, -0.2571], [-1.4309, -3.2252, 5.3305], [2.9097, 4.5085, 1.1593], [-1.7467, 7.4569, -0.2778], [-1.7864, 3.6446, -0.4155], [-1.3682, 5.0861, -0.6692], [-1.7627, 4.0485, 3.8590], [2.6578, -6.2646, -3.8213], [-1.8928, -3.8279, -6.2951], [-4.1830, -5.8398, 0.6356], [3.3647, 3.4828, 0.2813], [-0.3057, -6.6326, 9.0417], [0.0767, 2.3442, 3.6405], [0.0067, 5.4162, -0.9864], [-2.9935, -5.3569, -0.1671], [4.7068, 0.4217, 8.2731], [3.9999, -0.6918, 6.2430], [3.3054, -1.8235, 4.0386], [-4.9790, -7.2320, 2.6045], [2.3904, -2.0108, 3.0372], [-3.8779, -6.8150, 1.7653], [4.6751, -3.5970, 3.1536], [-1.4296, 7.8572, 3.5615], [4.5285, 1.2822, -1.3959], [0.8944, 7.8341, -4.6325], [-0.8963, -2.6018, -7.8674], [-3.9761, 4.7557, -3.9359], [-1.4169, 4.7921, -4.2531], [0.9575, 0.6785, -2.2804], [3.6959, 0.2209, 7.2997], [-5.8156, 0.7823, -3.0116], [5.1016, -2.3330, -6.5681], [-2.4121, -8.1499, 3.1532], [-3.6354, 2.0397, 0.3427], [0.3923, 6.7435, -1.1030], [-0.5317, -3.2124, 6.5247], [2.5916, -2.3955, -7.1269], [-0.1941, 7.0320, -4.4014], [-3.7012, 5.8694, 0.1946], [-2.2740, 6.1121, -0.2928], [-2.5532, -5.4041, 6.1798], [0.2077, 6.1924, 3.9465], [3.6629, 6.1114, -0.4264], [2.1902, 5.7203, -4.8266], [-5.1503, 4.2331, 1.2129], [3.1854, 2.0375, 0.6645], [-3.1020, -3.2489, 3.0717], [-2.7418, 5.4476, -3.9354], [3.0750, 5.8542, 0.8493], [-3.1760, -4.2700, 4.0066], [-2.1459, -2.2148, 3.2289], [2.5771, -2.9858, 2.0655], [4.4404, -2.6274, 4.1343], [-2.7606, 3.0164, 3.8066], [3.9799, 3.8324, -0.9602], [-3.1165, -4.1994, -1.0138], [-0.6486, -5.3461, -0.5604], [-2.6089, -7.3229, 2.0124], [2.9338, -0.8692, 5.1577], [5.6727, -1.7714, -2.1381], [-2.0013, -1.4100, 2.5233], [-6.0349, 4.6575, -3.4170], [-1.9382, -5.0165, -4.5000], [-5.5681, -8.5110, 4.2509], [2.1872, -3.2443, -6.5755], [-2.5327, -2.1341, -5.2768], [3.1770, 5.2867, -4.8934], [2.4210, 4.2547, 2.0884], [-4.0428, 8.4447, -3.1250], [-1.1878, -5.8353, -5.8452], [2.9334, -2.8115, -8.0746], [-3.7797, -3.2632, 2.2310], [0.0239, 0.5063, 0.4116], [1.1010, 2.0019, 3.6449], [-3.9504, -4.9884, 3.7815], [0.3284, -5.7815, -0.4108], [1.6473, 0.7471, -1.4392], [-0.0303, 8.7445, -0.7421], [-5.9194, 1.8393, -2.7666], [-2.3512, 8.2905, 0.0477], [-1.0988, -0.8386, 0.0165], [-5.9860, -6.9599, 2.3248], [5.3952, -2.8337, -5.6455], [4.6204, 1.2508, 8.9597], [-3.4626, 1.1447, -4.4724], [5.6840, 0.5262, -3.0431], [-1.4103, -8.5012, 3.3514], [-0.7620, -2.4510, -4.9870], [-0.7471, 0.3505, 3.3140], [-5.8065, 5.0251, 1.5425], [-3.4252, -9.1359, 4.8338], [6.4936, -0.2396, 9.2259], [-2.9689, 0.8339, 3.7823], [1.9414, -3.0806, 1.1975], [-0.3005, -7.4713, 9.7221], [-6.0986, 0.5754, -4.0437], [3.7637, 7.1387, -0.7439], [3.7056, -1.6170, -5.3792], [-0.2617, -4.6245, -4.9733], [1.3434, 7.0131, -1.5378], [6.9154, -1.9435, 7.4446], [0.6351, 1.6458, -2.6658], [4.3256, -7.3175, -3.3386], [4.7765, 5.4471, -2.1746], [-2.4641, 8.0949, 3.3624], [1.1746, -6.4580, -5.2188], [-3.7901, 3.2879, 3.9875], [-1.9028, -7.4756, 8.0725], [-3.7930, 1.1090, -2.2127], [2.8951, 0.9353, 7.4214], [2.9119, -6.4927, -5.9060], [2.5465, 6.6083, 1.4135], [-1.1313, 0.2250, -2.0158], [0.2513, -4.0369, -1.7310], [1.2493, 3.9604, -4.5406], [-2.7517, -0.4845, -4.0557], [5.4774, -4.3037, 3.3065], [4.0276, -4.3957, 1.2770], [2.1233, -7.1483, -3.4727], [-4.3109, -0.4077, -4.7668], [2.1250, -4.9644, -5.4416], [-2.9705, 1.2020, 0.1925], [1.2722, -3.7391, 8.3824], [0.4734, -1.1589, 0.0346], [-0.7000, 9.8672, 3.1313], [-6.0536, 7.0791, -2.8612], [0.9647, 8.9085, -4.5470], [-4.0512, 3.8217, -4.4729], [0.6410, 4.6648, -1.4330], [4.6701, -5.6837, -4.2587], [3.5132, -0.6033, 1.2348], [-0.4335, -1.6184, 4.3010], [-2.9205, -3.9790, -6.6254], [-5.0427, 0.7103, 1.1891], [2.9742, 7.8395, -4.8961], [-2.1613, -2.8271, -2.3204], [-6.4123, 2.7944, 2.1099], [1.3836, -5.6721, 9.9328], [5.2596, -3.0963, -7.3300], [1.7128, -1.7769, -7.3091], [1.7209, 9.2199, 3.6528], [-4.1102, -3.8763, -1.2867], [2.2648, 6.8904, 4.0662], [4.6467, -2.3484, -0.1778], [1.4412, -1.4957, 3.0374]], "lowdin_charge": [0.09, 0.10, 0.08, 0.05, 0.06, 0.07, 0.07, 0.11, 0.05, 0.10, 0.09, 0.07, 0.10, 0.11, 0.13, 0.03, 0.09, 0.09, 0.11, 0.08, 0.07, 0.10, 0.10, 0.12, 0.07, 0.12, 0.15, 0.08, 0.06, -0.36, -0.04, -0.24, -0.07, -0.06, -0.05, -0.07, 0.02, -0.42, -0.10, -0.05, -0.07, 0.00, -0.06, -0.21, -0.01, -0.02, -0.04, -0.20, -0.01, -0.03, -0.53, -0.04, -0.01, -0.07, -0.35, -0.05, -0.01, -0.51, -0.03, -0.01, -0.04, -0.32, -0.01, -0.05, -0.05, -0.03, -0.08, -0.25, -0.07, -0.10, -0.02, -0.04, -0.07, -0.07, -0.01, -0.03, -0.04, -0.31, -0.05, 0.03, -0.06, -0.05, -0.10, -0.08, -0.05, -0.11, -0.58, -0.27, 0.00, -0.06, 0.01, 0.00, -0.20, -0.05, -0.04, -0.35, -0.28, -0.28, -0.05, -0.11, 0.02, 0.02, -0.06, -0.07, -0.03, -0.08, -0.02, -0.03, -0.08, 0.03, 0.00, -0.08, -0.02, -0.51, -0.03, -0.23, -0.10, 0.02, -0.09, -0.06, 0.00, -0.02, -0.07, -0.30, 0.03, -0.11, -0.25, -0.05, -0.23, -0.07, -0.09, -0.04, 0.01, -0.28, -0.04, -0.09, -0.03, -0.01, -0.04, -0.06, -0.08, 0.00, -0.06, 0.01, -0.02, -0.09, -0.29, 0.11, 0.08, 0.11, 0.08, 0.11, 0.06, 0.12, 0.11, 0.09, 0.12, 0.08, 0.10, 0.10, 0.08, 0.10, 0.11, 0.11, 0.11, 0.11, 0.13, 0.12, 0.07, 0.12, 0.13, 0.10, 0.09, 0.12, 0.11, 0.13, 0.07, 0.12, 0.10, 0.10, 0.10, 0.10, 0.11, 0.13, 0.10, 0.15, 0.07, 0.10, 0.12, 0.14, 0.15, 0.12, 0.11, 0.08, 0.11, 0.12, 0.14, 0.12, 0.10, 0.10, 0.14, 0.08, 0.13, 0.07, 0.12, 0.10, 0.15, 0.10, 0.06, 0.10, 0.11, 0.08, 0.10, 0.11, 0.12, 0.11, 0.11, 0.14, 0.09, 0.09, 0.16, 0.11, 0.10, 0.09, 0.10, 0.11, 0.13, 0.08, 0.10, 0.10, 0.11, 0.09, 0.10], "orbital_gap_ev": 7.812, "energy_ev": -183136.4646, "molar_mass_g_mol": 1967.96, "smiles": "O=C1c2ccccc2C(=O)c2ccccc21.O=C1c2ccccc2C(=O)c2ccccc21.O=C1c2ccccc2C(=O)c2ccccc21.O=C1c2ccccc2C(=O)c2ccccc21.O=C1c2ccccc2C(=O)c2ccccc21.O=C1c2ccccc2C(=O)c2ccccc21.O=C1c2ccccc2C(=O)c2ccccc21.C[C@H]1COC(=O)O1.C[C@H]1COC(=O)O1.C[C@H]1COC(=O)O1.C[C@H]1COC(=O)O1.C[C@H]1COC(=O)O1", "homo_ev": -9.53}

# 2
{"formula": "C11H10Cl2N2O", "method": "ωB97M-V with the def2-TZVPD basis set", "symbols": ["Cl", "Cl", "O", "N", "N", "C", "C", "C", "C", "C", "C", "C", "C", "C", "C", "C", "H", "H", "H", "H", "H", "H", "H", "H", "H", "H"], "coordinates": [[-1.6936, -4.9441, 0.3887], [-2.7460, 3.0312, 2.5591], [1.7957, 1.8195, -1.0662], [-0.1410, -1.3766, -1.2854], [-2.0891, -2.2774, 1.0677], [-1.7256, -0.9247, 0.7367], [-1.3937, -3.1335, 0.1707], [-1.1088, 2.1900, 0.3247], [2.4102, 0.1825, 0.8297], [0.5324, 1.5106, -1.7476], [-0.7765, -0.4483, -0.3900], [-2.3542, 0.2100, 1.6544], [2.5077, 0.6029, -0.7231], [-0.4989, 1.0828, -0.5670], [-2.0681, 1.7142, 1.4833], [-0.4413, -2.7355, -0.9916], [3.3048, 0.5065, 1.4634], [2.2138, -0.2818, -1.3993], [0.1434, 2.4847, -2.2361], [0.6420, 0.7018, -2.5454], [-3.0404, -0.1113, 2.5239], [0.0388, -3.5633, -1.6212], [-0.8498, 3.2916, 0.1325], [3.6325, 0.7881, -0.9354], [2.2353, -0.9613, 0.8445], [1.4704, 0.6415, 1.3290]], "lowdin_charge": [0.54, 0.54, -0.19, 0.08, 0.08, -0.16, -0.56, -0.01, -0.09, -0.16, -0.14, 0.00, -0.26, -0.07, -0.55, -0.08, 0.07, 0.10, 0.14, 0.12, 0.11, 0.11, 0.12, 0.12, 0.08, 0.08], "orbital_gap_ev": 7.531, "energy_ev": -41635.6077, "molar_mass_g_mol": 257.12, "smiles": "CCOCc1cc(Cl)cc2nc(Cl)cnc12", "homo_ev": -8.95}

# 3
{"formula": "C11H10FNO", "method": "ωB97M-V with the def2-TZVPD basis set", "symbols": ["F", "O", "N", "C", "C", "C", "C", "C", "C", "C", "C", "C", "C", "C", "H", "H", "H", "H", "H", "H", "H", "H", "H", "H"], "coordinates": [[-3.1215, 0.3906, -0.4158], [-0.8666, 2.7726, -1.1725], [-1.0183, 2.5167, -0.0136], [-1.9178, 0.1080, 2.7139], [-2.0375, -1.7013, -0.4726], [0.9910, -0.0243, -1.1508], [0.4982, 0.2507, 0.1088], [-0.8954, 0.3538, 0.3859], [2.8803, 0.2455, 0.8073], [3.3147, -0.1080, -0.4718], [-1.8731, -0.1681, -0.6232], [2.3067, -0.2432, -1.4295], [-1.3291, 0.3965, 1.7060], [1.5397, 0.5298, 1.0606], [-2.7049, -1.9841, -1.2494], [-2.4909, -2.0012, 0.5126], [-2.5607, 0.4239, 3.4913], [0.2739, -0.2182, -1.8900], [1.1269, 0.8828, 2.0762], [3.6174, 0.4719, 1.6222], [-1.8114, -0.0371, -1.7567], [-1.1011, -2.2651, -0.7003], [2.7333, -0.4280, -2.3640], [4.4460, -0.1641, -0.7744]], "lowdin_charge": [-0.02, 0.03, 0.16, 0.16, -0.02, -0.05, -0.22, -0.27, -0.10, -0.09, -0.36, -0.09, -0.12, -0.02, 0.06, 0.10, 0.03, 0.09, 0.13, 0.11, 0.16, 0.10, 0.08, 0.14], "orbital_gap_ev": [7.219, 7.628], "energy_ev": -17817.8255, "molar_mass_g_mol": 191.20, "de_lowest_kj_mol": 387.4, "homo_ev": [-7.58, -8.57]}